DFT (the ωB97M-V functional and the def2-TZVPD basis) results for a 10-piece molecular cluster, C28H44Cl12F12O8 overall.

Geometry as ORCA input:
```
! RIJCOSX wB97M-V def2-TZVPD def2/J DEFGRID3
* xyz 0 1
Cl 13.58 1.47 32.69
Cl 11.51 4.73 25.13
Cl 14.10 -2.01 21.07
Cl 14.01 1.78 22.90
Cl 16.44 0.25 31.32
Cl 16.46 2.60 25.04
Cl 9.06 3.12 27.11
Cl 12.40 -1.53 24.14
Cl 11.38 -0.24 27.98
Cl 14.46 1.51 27.94
Cl 12.32 -4.32 29.10
Cl 12.97 -3.59 32.33
F 9.04 2.09 29.97
F 18.91 -2.61 28.48
F 2.36 -0.95 30.04
F 22.90 -0.71 28.86
F 21.28 -1.84 27.80
F 3.00 -0.52 32.10
F 9.77 3.58 31.32
F 18.24 -2.17 30.52
F 19.04 -3.99 30.06
F 22.55 -0.62 26.62
F 11.16 2.30 30.42
F 3.98 -2.14 30.97
O 16.75 -3.84 27.79
O 4.29 1.32 30.29
O 5.46 -0.60 29.77
O 15.95 -3.92 29.96
O 21.33 1.69 27.51
O 9.67 1.79 33.34
O 9.95 0.11 31.85
O 19.93 0.24 28.73
C 9.87 5.25 25.50
C 6.64 0.10 29.33
C 19.01 1.30 29.09
C 7.69 -0.96 29.09
C 13.37 1.07 26.56
C 8.38 1.04 35.25
C 16.86 -3.71 29.16
C 14.73 -2.70 27.03
C 9.68 0.90 34.48
C 15.36 0.69 23.37
C 8.98 3.95 25.53
C 16.65 1.45 23.67
C 21.08 0.55 28.01
C 11.37 -3.12 30.14
C 9.91 2.33 30.92
C 13.69 0.19 31.47
C 21.98 -0.72 27.83
C 18.07 1.48 27.93
C 11.91 1.15 27.00
C 18.25 -3.08 29.55
C 12.03 -2.69 22.81
C 3.41 -0.91 30.87
C 14.90 -0.72 31.59
C 12.34 -1.98 21.41
C 15.48 -4.07 27.26
C 11.35 -3.49 31.64
C 9.83 1.30 32.04
C 4.40 0.09 30.25
H 11.86 -2.52 20.59
H 17.64 2.48 28.06
H 13.64 0.06 26.26
H 10.76 -4.40 31.80
H 11.85 -2.14 30.12
H 6.45 0.54 28.35
H 17.21 0.82 27.98
H 11.22 1.16 26.15
H 15.26 -1.98 26.40
H 11.73 2.09 27.53
H 18.52 1.53 26.94
H 9.32 3.19 24.83
H 12.66 -3.55 23.03
H 6.91 0.92 29.99
H 8.11 -1.38 30.00
H 10.37 -3.05 29.72
H 10.50 1.16 35.16
H 10.84 -2.77 32.28
H 13.59 1.73 25.72
H 7.70 0.49 34.60
H 15.08 0.04 24.21
H 12.87 -0.52 31.60
H 7.94 4.21 25.33
H 14.87 -0.98 32.64
H 17.53 0.86 23.90
H 9.61 5.92 24.68
H 15.54 -4.54 26.28
H 14.88 -4.74 27.87
H 18.32 0.97 29.87
H 19.49 2.23 29.39
H 8.08 2.08 35.42
H 14.58 -2.18 27.98
H 11.96 -0.96 21.35
H 7.19 -1.83 28.65
H 8.50 0.55 36.22
H 8.53 -0.57 28.52
H 13.75 -2.86 26.59
H 16.90 2.01 22.77
H 13.70 0.64 30.47
H 9.96 -0.09 34.11
H 9.89 5.81 26.43
H 10.99 -3.00 22.92
H 15.56 0.15 22.44
H 14.86 -1.60 30.94
*
```

Output
ΔE to the lowest compared entry with this formula, charge and spin: 0.5065 eV
SMILES string: CCOC(=O)C(F)(F)F.CCOC(=O)C(F)(F)F.CCOC(=O)C(F)(F)F.CCOC(=O)C(F)(F)F.ClCCCl.ClCCCl.ClCCCl.ClCCCl.ClCCCl.ClCCCl
molar mass: 1162.06 u
gap between HOMO and LUMO: 10.609 eV


DFT (the ωB97M-V functional and the def2-TZVPD basis) results for C28H44Cl3N4O3SeSiTm as an isolated structure.

Geometry as ORCA input:
```
! RIJCOSX wB97M-V def2-TZVPD def2/J DEFGRID3
* xyz 0 3
Tm -1.09 0.03 2.27
Se -3.58 0.29 3.55
Cl -0.59 0.61 4.66
Cl -2.44 0.94 0.21
Cl 0.27 1.93 1.49
Si -0.27 4.11 1.50
O 1.94 2.11 -1.14
O -1.02 -1.76 0.82
O 1.02 -0.56 2.21
N 3.31 -0.44 1.93
N -3.77 -1.93 1.74
N -0.85 -2.98 -1.09
N -5.24 -0.38 1.29
C -5.94 0.88 1.31
C 6.24 1.69 -1.69
C -5.56 -1.47 0.50
C 3.52 0.99 2.20
C -4.84 -3.81 0.55
C 0.03 4.44 3.32
C 4.84 1.15 -1.96
C -1.28 -3.26 -2.45
C 2.33 1.44 -2.22
C 0.76 5.29 0.49
C 1.40 -0.64 -3.55
C -4.22 -0.69 2.13
C -2.06 3.96 1.01
C -7.10 -3.16 -0.15
C -4.60 -2.46 0.77
C -0.31 -4.09 -0.33
C 1.51 -1.97 -3.96
C 3.76 1.93 -2.08
C 2.58 -1.11 -1.54
C 3.86 3.42 -1.88
C 2.08 -0.13 -2.42
C 2.66 -2.47 -1.93
C 4.51 -1.27 1.78
C 2.11 -1.07 1.87
C -6.83 -1.80 0.03
C -1.16 -1.86 -0.44
C -6.12 -4.15 0.09
C 2.18 -2.90 -3.17
H -0.75 4.02 3.93
H -1.12 -4.78 -0.05
H 4.81 3.88 -2.09
H -2.87 -2.31 2.04
H -8.10 -3.48 -0.46
H 0.84 4.98 -0.57
H -0.47 -3.75 -2.99
H 3.28 1.61 1.33
H -6.49 0.98 2.26
H -2.12 3.80 -0.08
H 0.46 -4.59 -0.95
H 3.08 -3.24 -1.28
H 5.27 -0.96 2.53
H 0.14 -3.69 0.58
H -6.38 -5.21 -0.07
H 6.93 0.84 -1.49
H 6.22 2.33 -0.78
H 0.22 6.24 0.55
H 0.08 5.54 3.44
H 2.19 -2.13 1.52
H 3.57 3.78 -0.86
H 3.00 -0.85 -0.56
H 4.21 -2.31 1.95
H -7.57 -1.02 -0.09
H -5.23 1.71 1.22
H 4.79 0.11 -2.28
H -1.57 -1.03 -1.01
H -4.04 -4.53 0.77
H 3.13 3.87 -2.56
H -2.18 -3.90 -2.47
H 0.87 0.07 -4.20
H 1.82 1.89 -3.10
H 1.01 -2.29 -4.88
H 0.98 4.00 3.64
H -2.54 3.11 1.49
H -2.57 4.88 1.30
H 1.79 5.41 0.92
H 4.59 1.10 2.42
H 6.71 2.28 -2.54
H 2.94 1.34 3.07
H -1.53 -2.33 -2.98
H 4.92 -1.16 0.75
H -6.63 0.88 0.47
H 2.28 -3.93 -3.53
*
```

Output
ΔE to the lowest compared entry with this formula, charge and spin: 5.3198 eV
molar mass: 867.02 u
gap between HOMO and LUMO (alpha / beta): 5.534 / 5.533 eV


DFT (the ωB97M-V functional and the def2-TZVPD basis) results for a 4-piece molecular cluster, C28H44F16O7S2 overall.

Geometry as ORCA input:
```
! RIJCOSX wB97M-V def2-TZVPD def2/J DEFGRID3
* xyz 0 1
S -0.42 2.02 -2.62
S 3.17 1.71 -3.56
F 7.28 2.36 -0.05
F 5.81 2.70 -2.25
F 0.39 0.17 -0.54
F -1.87 -1.28 0.08
F 6.39 1.03 1.42
F 7.04 0.96 -2.67
F -2.52 0.33 1.39
F 5.23 2.67 0.61
F 6.35 -0.33 -0.70
F -2.34 0.58 -1.72
F -2.16 2.50 -0.70
F 4.55 -0.49 -3.02
F -0.63 -0.70 1.76
F 4.35 0.51 -0.55
F -0.28 1.76 0.81
F 5.34 0.91 -4.50
O 2.39 0.83 -4.36
O -0.18 0.86 -3.40
O 1.53 3.92 -2.21
O 3.52 2.99 -4.06
O 3.13 5.04 -1.11
O -1.09 3.15 -3.18
O 3.20 2.80 -1.23
C 4.79 0.81 -3.29
C 2.68 4.05 -1.50
C -3.42 5.18 -5.01
C -2.01 5.00 -5.58
C 2.88 -2.94 3.61
C -2.53 -2.50 5.06
C 1.09 2.62 -1.83
C -3.42 -5.46 4.54
C -1.47 -0.25 0.82
C 5.82 1.36 -2.25
C -5.84 7.87 -5.97
C -3.59 -5.99 5.96
C -4.53 5.03 -6.05
C -4.55 7.52 -6.72
C -2.64 -7.13 6.30
C -4.49 6.06 -7.17
C 1.64 -2.78 2.72
C -2.04 -4.87 4.23
C 1.94 -2.87 1.23
C 2.69 -5.49 3.76
C 3.59 -4.29 3.48
C -0.69 0.78 -0.02
C 5.65 0.80 -0.80
C 2.39 1.86 -1.90
C -1.48 1.44 -1.17
C 2.12 -5.49 5.18
C 6.15 1.76 0.32
C -1.62 -3.73 5.14
H -5.34 5.87 -7.85
H -1.26 5.08 -4.80
H -2.16 -1.70 5.70
H 2.39 0.88 -1.47
H -4.62 -6.33 6.08
H -3.49 6.15 -4.51
H -3.59 5.91 -7.78
H 3.26 -6.41 3.61
H -2.04 -4.52 3.19
H 2.36 -3.84 0.95
H -3.46 -5.17 6.68
H -3.69 7.75 -6.09
H 0.91 2.69 -0.76
H -4.19 -4.71 4.34
H 2.59 -2.78 4.65
H -3.57 4.43 -4.23
H 0.89 -3.53 2.99
H -5.49 5.08 -5.54
H -3.54 -2.73 5.37
H 2.91 -5.50 5.93
H -1.56 -4.07 6.18
H -2.57 -2.12 4.04
H -2.78 -7.97 5.62
H -1.29 -5.66 4.28
H 3.59 -2.15 3.37
H 1.87 -5.52 3.04
H -5.94 7.29 -5.05
H -4.47 8.16 -7.60
H 2.66 -2.09 0.93
H -1.79 5.76 -6.34
H -1.91 4.02 -6.05
H -2.82 -7.49 7.31
H -6.71 7.68 -6.59
H 4.02 -4.39 2.48
H 1.04 -2.72 0.64
H -3.61 -6.27 3.83
H -1.59 -6.82 6.24
H 1.19 -1.81 2.94
H 1.49 -6.38 5.34
H 1.49 -4.61 5.35
H -5.84 8.92 -5.69
H -4.47 4.03 -6.49
H 4.44 -4.30 4.17
H -0.60 -3.43 4.87
*
```

Output
ΔE to the lowest compared entry with this formula, charge and spin: 0.0000 eV
SMILES string: O=C1O[C@@H](S(=O)(=O)C(F)(F)C(F)(F)C(F)(F)F)[C@@H](S(=O)(=O)C(F)(F)C(F)(F)C(F)(F)C(F)(F)F)O1.CCCCCC.CCCCCC.CCCCCC
molar mass: 860.75 u
gap between HOMO and LUMO: 10.828 eV


DFT (the ωB97M-V functional and the def2-TZVPD basis) results for C28H44GeNO3SW as an isolated structure.

Geometry as ORCA input:
```
! RIJCOSX wB97M-V def2-TZVPD def2/J DEFGRID3
* xyz -1 1
W -0.03 0.19 -0.26
Ge -0.86 0.07 -2.90
S 0.94 -1.83 0.19
O 1.72 1.25 0.10
O -0.80 1.91 0.06
O 0.52 0.30 2.05
N -2.08 -0.46 0.36
C -5.71 0.63 -1.50
C -2.45 -0.83 1.75
C 5.26 0.08 1.85
C -0.55 3.27 0.22
C 2.86 0.36 2.00
C -5.02 -0.49 -1.93
C 0.84 0.35 -2.17
C 1.56 0.14 4.20
C 5.22 0.48 0.51
C -5.54 -1.35 -3.05
C 0.47 3.75 -0.83
C -2.32 0.35 2.75
C -3.82 -0.82 -1.31
C -3.98 1.09 0.10
C -5.21 1.41 -0.46
C -6.04 2.52 0.11
C -1.56 -2.00 2.20
C -3.90 -1.38 1.85
C -0.01 3.54 1.64
C -1.13 -1.91 -2.46
C -1.12 -0.22 -4.93
C -3.24 -0.03 -0.31
C -2.36 1.51 -2.79
C 4.09 0.00 2.57
C -1.86 4.08 0.06
C 4.04 0.86 -0.08
C 1.61 0.30 2.69
C 2.82 0.80 0.63
H -2.63 3.64 0.68
H -0.17 -2.35 -2.71
H 2.30 0.77 4.69
H -0.82 3.42 2.36
H -1.89 -2.40 -3.06
H 0.12 3.48 -1.83
H -4.65 -0.63 1.64
H 6.20 -0.19 2.30
H 4.01 1.18 -1.11
H -0.39 -0.94 -5.29
H -6.66 0.90 -1.96
H -1.02 0.69 -5.50
H -6.78 2.10 0.79
H 1.42 3.25 -0.66
H -1.72 5.11 0.36
H -6.61 -1.54 -2.95
H -2.05 -0.03 3.74
H -4.06 -1.76 2.86
H -4.03 -2.21 1.15
H -1.63 -2.81 1.48
H 4.11 -0.36 3.59
H -0.52 -1.69 2.26
H 0.38 4.55 1.72
H -1.55 1.04 2.41
H -1.88 -2.36 3.18
H -2.07 2.29 -3.50
H 0.56 0.39 4.55
H 1.76 -0.90 4.46
H -5.43 3.23 0.67
H -3.26 0.89 2.84
H -6.57 3.06 -0.67
H -3.59 1.71 0.88
H 0.78 2.83 1.88
H -1.30 -2.10 -1.39
H -3.34 1.16 -3.07
H 0.61 4.83 -0.78
H -5.37 -0.85 -4.00
H -2.41 1.95 -1.80
H -5.01 -2.30 -3.06
H -2.19 4.05 -0.98
H 1.33 1.30 -2.43
H -2.11 -0.63 -5.10
H 6.14 0.50 -0.07
H -3.36 -1.76 -1.57
*
```

Output
ΔE to the lowest compared entry with this formula, charge and spin: 4.2564 eV
molar mass: 731.18 u
gap between HOMO and LUMO (alpha / beta): 6.017 / 6.016 eV


DFT (the ωB97M-V functional and the def2-TZVPD basis) results for one molecule with the formula C28H44O.

Geometry as ORCA input:
```
! RIJCOSX wB97M-V def2-TZVPD def2/J DEFGRID3
* xyz 0 1
O 3.93 -3.65 1.61
C 0.39 -2.56 1.32
C 0.52 -4.43 3.01
C -0.05 -1.48 -0.88
C -1.17 1.27 -4.84
C -1.67 1.03 1.85
C -1.22 -2.67 3.18
C 0.25 2.42 2.86
C 1.43 3.73 -1.61
C -0.89 -0.99 -1.81
C -0.64 2.95 0.58
C -2.20 1.30 -2.58
C -0.20 2.26 -0.46
C 2.03 -4.26 3.03
C 0.16 2.89 -1.78
C -2.38 -0.98 -1.63
C 1.06 -0.39 -3.38
C -0.44 -0.45 -3.14
C 1.49 0.90 -2.69
C -0.17 -3.17 2.53
C -0.14 2.21 4.32
C -0.90 1.03 -3.34
C -1.00 2.40 1.94
C -3.06 0.04 -2.54
C -0.44 -2.09 0.36
C 1.31 1.41 2.44
C 2.53 -3.84 1.65
C 0.34 1.89 -2.93
C 1.89 -2.50 1.26
H -1.99 1.60 -1.55
H 2.25 -2.23 0.27
H -2.74 2.12 -3.06
H 0.95 0.39 2.60
H -0.31 1.00 -5.44
H -2.01 0.71 2.83
H 0.60 2.50 -3.80
H 1.59 -1.27 -3.02
H 1.70 4.20 -2.56
H 2.31 -3.49 3.76
H 2.25 -1.75 1.96
H -2.53 1.09 1.19
H 4.36 -4.46 1.92
H -1.50 -2.21 0.53
H -2.78 -1.98 -1.83
H 1.57 1.53 1.40
H 2.26 3.11 -1.29
H -2.62 -0.74 -0.59
H -0.99 0.28 1.45
H -0.77 4.02 0.48
H 1.28 4.50 -0.87
H 2.21 1.55 3.04
H -3.19 -0.36 -3.54
H 2.23 -4.61 0.92
H -0.51 1.20 4.48
H -0.92 -1.07 -3.91
H 2.51 -5.20 3.33
H 0.27 -5.24 2.32
H 1.01 -1.44 -1.07
H 1.62 0.72 -1.62
H -0.06 1.19 -0.38
H -1.71 -1.77 2.85
H 0.68 3.43 2.76
H -1.61 -3.14 4.06
H 1.25 -0.31 -4.45
H -2.03 0.68 -5.17
H 0.73 2.36 4.96
H -0.91 2.92 4.63
H -1.40 2.32 -5.01
H 2.44 1.28 -3.08
H 0.15 -4.70 4.00
H -0.65 3.58 -2.06
H -4.05 0.28 -2.15
H -1.73 3.09 2.38
*
```

Output
ΔE to the lowest compared entry with this formula, charge and spin: 0.9855 eV
SMILES string: C=C1CC[C@H](O)C/C1=C\C=C1/CCC[C@@]2(C)[C@@H]([C@H](C)/C=C/[C@@H](C)C(C)C)CC[C@@H]12
molar mass: 396.66 u
gap between HOMO and LUMO: 8.459 eV